Entry 1:
DFT (ωB97M-V with the def2-TZVPD basis set) results for a structure of composition C8H22AgN2O10S2 at a distorted geometry.

max |F|	7.0	eV/Å
HOMO energy (spin up / spin down)	0.23 / 0.23	eV
LUMO energy (spin up / spin down)	3.29 / 3.13	eV
energy relative to the best compared isomer or geometry (same formula, charge and spin)	5.078	eV
2S+1	2
total charge	-2
total energy	-57771.2636	eV

CARTESIAN COORDINATES (ANGSTROEM)
Ag 0.170 -0.816 -1.668
S 0.361 0.895 -5.449
O 0.830 2.130 -6.010
O -0.629 1.016 -4.422
O -0.075 0.069 -6.564
O 1.364 0.164 -4.770
S -0.379 -4.803 -2.847
O -0.894 -5.940 -2.061
O -1.265 -3.684 -2.706
O 0.835 -4.182 -2.254
O -0.094 -5.087 -4.255
C 5.620 0.888 0.043
C 4.078 1.207 0.228
C 3.556 2.288 -0.781
O 2.081 2.255 -0.724
C 1.491 3.428 -1.258
N 3.422 0.004 -0.005
H 5.811 -0.012 0.628
H 6.375 1.626 0.314
H 5.918 0.658 -0.980
H 3.902 1.592 1.232
H 3.821 2.118 -1.824
H 3.938 3.250 -0.438
H 1.723 4.305 -0.654
H 0.420 3.235 -1.322
H 1.885 3.676 -2.243
H 3.514 -0.392 0.920
H 3.925 -0.622 -0.617
C -4.297 -0.552 0.718
C -3.371 -0.161 1.915
C -4.026 -0.362 3.304
O -3.054 -0.268 4.324
C -3.530 -0.527 5.692
N -2.177 -0.999 1.808
H -4.688 -1.568 0.756
H -3.767 -0.337 -0.209
H -5.132 0.148 0.669
H -3.099 0.888 1.796
H -4.543 -1.311 3.443
H -4.842 0.319 3.548
H -4.071 -1.473 5.677
H -4.194 0.283 5.992
H -2.725 -0.487 6.427
H -1.695 -0.911 2.691
H -2.497 -1.949 1.937

***

Entry 2:
DFT (ωB97M-V with the def2-TZVPD basis set) results for a cluster of 2 separate species, C8H22BNO2S in total at a distorted geometry.

max |F|	1.4	eV/Å
HOMO energy	-4.75	eV
LUMO energy	-1.29	eV
total charge	0
total energy	-25745.2718	eV

CARTESIAN COORDINATES (ANGSTROEM)
C 4.753 -0.595 -0.056
C 4.237 -0.191 1.325
C 3.408 1.072 1.310
N 2.132 0.826 0.599
S 0.840 1.747 1.107
B -0.706 0.600 0.953
O -1.848 1.135 1.365
C -0.549 -0.786 0.302
C 0.127 -1.814 1.236
H 4.993 0.265 -0.669
H 5.618 -1.236 0.052
H 4.012 -1.182 -0.590
H 5.074 -0.032 1.994
H 3.634 -1.003 1.725
H 3.224 1.374 2.343
H 3.949 1.886 0.840
H 1.894 -0.156 0.674
H 1.000 1.897 2.443
H -1.957 1.383 2.286
H 0.014 -0.720 -0.628
H -1.543 -1.125 0.034
H 0.946 -1.414 1.834
H 0.554 -2.607 0.633
H -0.588 -2.278 1.902
C -3.063 0.813 -1.350
C -3.591 0.198 -2.660
C -5.068 -0.194 -2.427
O -2.828 -0.858 -3.005
H -3.096 0.037 -0.579
H -2.018 1.122 -1.493
H -3.627 1.688 -0.982
H -3.617 1.045 -3.401
H -5.131 -0.951 -1.642
H -5.486 -0.611 -3.344
H -5.692 0.665 -2.131